#a
An isolated molecule of C4H3NO3, computed with the ωB97M-V functional and the def2-TZVPD basis.

Last column: Löwdin charge in e.
Cartesian coordinates (Å):
O -2.05 -1.45 0.74  0.18
C -1.06 -0.88 0.42  -0.50
O 0.02 -1.46 -0.13  0.07
C 1.12 -0.57 -0.18  -0.09
C 0.50 0.74 0.02  -0.11
C -0.65 1.41 -0.51  -0.31
O -1.34 2.09 -1.21  0.17
N -0.84 0.51 0.55  0.18
H 1.59 -0.86 -1.07  0.12
H 1.73 -0.90 0.62  0.13
H 1.00 1.38 0.76  0.16

Properties
Structure (SMILES) ... O=C1OC[C@H]2C(=O)N12
Total charge ... 0
HOMO-LUMO gap ... 0.39256 hartree


#b
An isolated molecule of C4H3NO3, computed with the ωB97M-V functional and the def2-TZVPD basis.

Last column: Löwdin charge in e.
Cartesian coordinates (Å):
O -2.11 -0.08 0.85  0.11
C -1.07 -0.06 0.21  -0.40
O -1.04 0.15 -1.12  0.13
C 0.09 0.45 -1.75  -0.15
N 1.27 0.15 -1.26  0.09
C 1.33 -0.23 0.06  -0.03
C 0.21 -0.18 0.88  -0.23
O 0.04 -0.21 2.19  0.11
H -0.13 0.80 -2.77  0.15
H 2.31 -0.52 0.40  0.12
H -0.91 -0.28 2.32  0.10

Properties
Structure (SMILES) ... O=c1ocncc1O
Total charge ... 0
HOMO-LUMO gap ... 0.33316 hartree


#c
An isolated molecule of C4H3NO3, computed with the ωB97M-V functional and the def2-TZVPD basis.

Last column: Löwdin charge in e.
Cartesian coordinates (Å):
O 1.24 0.18 1.86  0.21
C 0.38 -0.08 1.10  -0.28
O -1.01 0.79 0.94  -0.08
N -1.56 1.02 -0.37  0.04
C -0.98 0.52 -1.35  -0.14
C 0.30 -0.27 -1.19  -0.27
O 1.28 -1.21 -1.01  0.07
C 0.24 -1.00 0.05  -0.15
H -1.53 0.95 -2.38  0.18
H 1.06 0.66 -1.04  0.21
H -0.39 -1.94 0.04  0.20

Properties
Structure (SMILES) ... O=C1ON=C[C@@H]2O[C@@H]12
Total charge ... 0
HOMO-LUMO gap ... 0.38409 hartree


It turns out #b is the most stable, with the second structure 34.0 kcal/mol higher.


#a
An isolated molecule of CH3NO4, computed with the ωB97M-V functional and the def2-TZVPD basis.

Last column: Löwdin charge in e.
Cartesian coordinates (Å):
O 2.99 0.11 -0.20  0.01
N 1.95 -0.11 0.35  -0.13
O 0.90 0.08 -0.46  -0.07
C -0.52 -0.05 0.38  -0.48
O -1.10 -1.19 0.07  0.16
O -0.99 1.08 0.00  0.10
H -0.11 0.05 1.37  0.16
H -1.50 -1.02 -0.73  0.08
H -1.62 1.04 -0.78  0.17

Properties
Structure (SMILES) ... O=NOC(O)O
Total charge ... 0
HOMO-LUMO gap ... 0.35195 hartree


#b
An isolated molecule of CH3NO4, computed with the ωB97M-V functional and the def2-TZVPD basis.

Last column: Löwdin charge in e.
Cartesian coordinates (Å):
C 2.26 1.35 3.09  -0.09
O 1.47 1.11 1.93  -0.15
O 1.34 -0.39 1.81  -0.03
N 0.45 -0.46 0.49  -0.32
O 1.13 -0.56 -0.50  0.15
O -0.73 -0.42 0.74  0.15
H 2.41 2.44 3.24  0.10
H 1.75 0.95 3.98  0.09
H 3.24 0.87 2.99  0.09

Properties
Structure (SMILES) ... COO[N+](=O)[O-]
Total charge ... 0
HOMO-LUMO gap ... 0.36989 hartree


It turns out #a is the most stable, with the second structure 87.2 kcal/mol higher.


#a
A cluster of 2 separate species, CH4O3PS in total, computed with the ωB97M-V functional and the def2-TZVPD basis.

Last column: Löwdin charge in e.
Cartesian coordinates (Å):
C 1.29 1.52 -0.90  -0.22
O 0.89 -1.84 -0.10  -0.56
O 1.46 1.68 -2.09  -0.04
O -0.18 -0.10 1.38  -0.44
P -0.27 -0.95 -0.14  0.29
S -2.01 -2.38 0.42  0.09
H 0.33 1.66 -0.39  0.02
H 1.99 0.92 -0.31  0.07
H -2.82 -1.27 0.88  -0.22
H -0.67 0.77 1.25  0.01

Properties
Total charge ... -1
HOMO-LUMO gap ... 0.26303 hartree


#b
The ion CH4O3PS with charge -1, computed with the ωB97M-V functional and the def2-TZVPD basis.

Last column: Löwdin charge in e.
Cartesian coordinates (Å):
O 0.81 1.70 0.74  -0.45
P 0.86 0.29 0.28  0.06
O 1.01 -0.57 1.77  -0.28
S 2.20 -0.34 -1.08  0.02
C -1.05 -0.17 -0.17  -0.30
O -1.38 0.77 -1.22  -0.19
H 1.05 -1.40 1.34  -0.04
H -1.14 -1.23 -0.40  0.05
H -1.73 0.13 0.58  0.06
H -0.62 0.82 -1.86  0.06

Properties
Structure (SMILES) ... [O-][P@](O)(=S)CO
Total charge ... -1
HOMO-LUMO gap ... 0.30153 hartree


It turns out #b is the most stable, with the second structure 33.9 kcal/mol higher.


#a
A structure of composition C33H19Br2Cl5IrN2OP, computed with the ωB97M-V functional and the def2-TZVPD basis.

Last column: Löwdin charge in e.
Cartesian coordinates (Å):
Ir 0.71 0.09 0.15  1.25
Cl 1.66 3.13 -0.02  0.72
C 0.17 2.90 0.84  -0.70
C -0.35 1.60 0.95  -0.38
C -1.56 1.50 1.63  -0.69
Cl -2.26 -0.07 1.85  0.75
C -2.22 2.60 2.17  -0.71
Cl -3.72 2.40 2.99  0.68
C -1.66 3.87 2.05  -0.72
Cl -2.46 5.24 2.72  0.68
C -0.45 4.02 1.38  -0.71
Cl 0.25 5.58 1.21  0.68
Br 5.66 0.22 1.59  0.79
C 4.94 0.32 -0.15  -0.60
C 5.82 0.43 -1.24  -0.17
C 5.34 0.53 -2.52  -0.63
Br 6.57 0.67 -3.95  0.77
C 3.95 0.51 -2.77  -0.19
C 3.34 0.63 -4.04  -0.02
C 1.98 0.60 -4.16  -0.04
C 1.20 0.45 -3.00  -0.11
N 1.74 0.35 -1.81  -0.03
C 3.09 0.38 -1.66  -0.17
C 3.57 0.28 -0.31  -0.45
O 2.74 0.15 0.69  -0.26
H 6.88 0.45 -1.05  0.10
H 3.97 0.75 -4.91  0.08
H 1.50 0.70 -5.12  0.11
H 0.11 0.41 -3.04  0.12
N -0.04 -1.58 -0.22  -0.40
P -0.07 -2.77 0.84  0.82
C 0.32 -4.29 -0.05  -0.30
C 0.73 -4.22 -1.38  -0.07
C 1.03 -5.39 -2.07  -0.07
C 0.94 -6.61 -1.43  -0.08
C 0.53 -6.68 -0.10  -0.07
C 0.23 -5.53 0.59  -0.08
C -1.67 -3.14 1.60  -0.35
C -1.83 -3.50 2.93  -0.09
C -3.09 -3.79 3.44  -0.07
C -4.20 -3.73 2.60  -0.07
C -4.05 -3.38 1.27  -0.07
C -2.79 -3.09 0.77  -0.12
C 1.12 -2.60 2.18  -0.31
C 0.88 -1.63 3.15  -0.11
C 1.82 -1.39 4.14  -0.06
C 3.00 -2.12 4.16  -0.07
C 3.26 -3.07 3.19  -0.07
C 2.32 -3.31 2.19  -0.06
H 0.79 -3.25 -1.86  0.09
H 1.34 -5.33 -3.10  0.11
H 1.18 -7.52 -1.97  0.10
H 0.46 -7.64 0.39  0.11
H -0.10 -5.58 1.62  0.11
H -0.97 -3.56 3.59  0.11
H -3.21 -4.06 4.48  0.11
H -5.18 -3.94 3.00  0.11
H -4.91 -3.34 0.62  0.11
H -2.67 -2.80 -0.27  0.11
H -0.03 -1.04 3.12  0.07
H 1.63 -0.63 4.89  0.11
H 3.74 -1.93 4.94  0.11
H 4.19 -3.62 3.19  0.11
H 2.53 -4.04 1.42  0.11

Properties
Total charge ... 0
HOMO-LUMO gap (spin up / spin down) ... 0.22850 / 0.22675 hartree


#b
A structure of composition C33H19Br2Cl5IrN2OP, computed with the ωB97M-V functional and the def2-TZVPD basis.

Last column: Löwdin charge in e.
Cartesian coordinates (Å):
Ir 1.22 -0.24 -1.67  1.24
Cl 3.97 -2.09 -0.78  0.69
C 4.24 -0.44 -1.22  -0.69
C 3.16 0.35 -1.62  -0.39
C 3.45 1.67 -1.93  -0.71
Cl 2.15 2.72 -2.41  0.63
C 4.74 2.21 -1.87  -0.71
Cl 5.03 3.85 -2.28  0.67
C 5.79 1.39 -1.47  -0.71
Cl 7.39 2.02 -1.38  0.67
C 5.54 0.06 -1.15  -0.71
Cl 6.85 -0.95 -0.65  0.67
Br 1.19 -5.28 -1.73  0.81
C -0.21 -4.10 -2.15  -0.62
C -1.51 -4.61 -2.34  -0.17
C -2.56 -3.79 -2.64  -0.64
Br -4.30 -4.53 -2.82  0.78
C -2.37 -2.40 -2.78  -0.19
C -3.35 -1.44 -3.12  -0.01
C -3.01 -0.13 -3.28  -0.03
C -1.68 0.27 -3.06  -0.12
N -0.75 -0.59 -2.70  -0.01
C -1.07 -1.91 -2.58  -0.17
C 0.04 -2.75 -2.24  -0.42
O 1.22 -2.20 -2.04  -0.29
H -1.66 -5.68 -2.24  0.10
H -4.37 -1.77 -3.27  0.09
H -3.74 0.61 -3.55  0.11
H -1.36 1.29 -3.19  0.11
N 1.37 0.47 0.09  -0.37
P 0.14 0.70 1.07  0.81
C 0.72 0.56 2.77  -0.30
C 2.09 0.50 3.01  -0.06
C 2.56 0.37 4.31  -0.07
C 1.66 0.29 5.36  -0.08
C 0.30 0.34 5.13  -0.08
C -0.18 0.47 3.83  -0.09
C -1.18 -0.53 0.91  -0.29
C -2.54 -0.22 0.90  -0.08
C -3.49 -1.23 0.78  -0.07
C -3.08 -2.55 0.67  -0.07
C -1.72 -2.87 0.69  -0.07
C -0.78 -1.86 0.80  -0.08
C -0.66 2.32 0.92  -0.28
C -1.13 2.69 -0.34  -0.10
C -1.71 3.94 -0.54  -0.07
C -1.79 4.83 0.52  -0.08
C -1.30 4.48 1.77  -0.07
C -0.73 3.23 1.97  -0.06
H 2.77 0.56 2.16  0.10
H 3.62 0.32 4.49  0.11
H 2.03 0.18 6.38  0.10
H -0.40 0.27 5.95  0.10
H -1.24 0.49 3.65  0.11
H -2.86 0.81 0.98  0.10
H -4.54 -0.98 0.76  0.11
H -3.81 -3.34 0.58  0.11
H -1.40 -3.90 0.60  0.11
H 0.28 -2.10 0.79  0.12
H -1.04 2.00 -1.16  0.06
H -2.08 4.21 -1.52  0.11
H -2.23 5.81 0.37  0.11
H -1.36 5.18 2.59  0.11
H -0.35 2.97 2.94  0.10

Properties
Total charge ... 0
HOMO-LUMO gap (spin up / spin down) ... 0.24029 / 0.24026 hartree


It turns out #b is the most stable, with the second structure 24.9 kcal/mol higher.


#a
The ion H4O2P3 with charge -1, computed with the ωB97M-V functional and the def2-TZVPD basis.

Last column: Löwdin charge in e.
Cartesian coordinates (Å):
O 2.56 1.02 -0.09  -0.70
P 1.74 -0.14 0.34  0.43
P -0.54 -0.59 -0.36  0.04
O -0.77 -1.76 0.48  -0.63
P -1.74 1.13 0.27  0.42
H 1.58 -1.31 -0.64  -0.16
H -1.08 -0.81 -1.66  -0.08
H -1.34 0.68 1.58  -0.16
H -0.42 1.78 0.09  -0.17

Properties
Structure (SMILES) ... O=[PH]=[P@@H]([O-])P
Total charge ... -1
HOMO-LUMO gap ... 0.29199 hartree


#b
The ion H4O2P3 with charge -1, computed with the ωB97M-V functional and the def2-TZVPD basis.

Last column: Löwdin charge in e.
Cartesian coordinates (Å):
O -3.54 0.59 -0.75  -0.69
P -2.75 0.38 0.48  0.29
P -1.47 -1.27 0.23  0.21
P 0.33 0.65 0.32  0.27
O -0.41 1.91 0.08  -0.60
H -1.83 -1.48 -1.08  -0.25
H 1.70 1.03 0.53  -0.08
H 0.24 0.13 1.60  -0.08
H 0.69 -0.12 -0.78  -0.07

Properties
Structure (SMILES) ... O=P#[PH][PH3][O-]
Total charge ... -1
HOMO-LUMO gap ... 0.28157 hartree


#c
A cluster of 2 separate species, H4O2P3 in total, computed with the ωB97M-V functional and the def2-TZVPD basis.

Last column: Löwdin charge in e.
Cartesian coordinates (Å):
O 3.30 0.13 -0.11  -0.74
O -1.28 1.65 0.71  -0.56
P -1.52 0.51 -0.22  0.46
P 0.82 -1.16 0.49  0.28
P 1.89 0.47 -0.33  0.28
H -2.59 0.67 -1.10  -0.06
H -0.54 0.09 -0.92  -0.24
H -1.95 -0.73 0.47  -0.05
H 1.87 -1.62 1.02  -0.36

Properties
Total charge ... -1
HOMO-LUMO gap ... 0.27292 hartree


It turns out #a is the most stable, with the second structure 13.6 kcal/mol higher.